Entry 1:
A 12-piece molecular cluster, C33H79BBr8O36P7 overall at a distorted geometry, computed with ωB97M-V/def2-TZVPD.

HOMO level (alpha / beta)	0.814 / -3.298	eV
energy	-27020.71235	Ha
orbital gap (alpha / beta)	2.219 / 6.332	eV
net charge	-2
spin multiplicity	2

Last column: Mulliken charge in e.
Cartesian coordinates (Å):
O -0.57954 0.38023 3.68364  -0.719
C -0.63213 0.32090 2.48335  0.101
O -0.96433 1.32945 1.70113  0.358
B -1.16785 0.85503 0.32438  0.551
O -0.61821 -0.50606 0.35931  -0.984
C -0.45323 -0.92072 1.58065  0.015
O -0.16571 -2.08288 1.92193  -0.657
O -0.32374 1.68365 -0.58878  0.851
C -1.01773 1.97438 -1.65716  0.464
O -0.60055 2.47377 -2.68660  -0.594
C -2.48290 1.42901 -1.44226  0.177
O -2.53858 0.89762 -0.20283  -0.405
O -3.36722 1.46068 -2.30292  -0.559
Br -0.46558 6.94095 -3.58486  -0.198
C 0.67324 5.98590 -4.98098  -0.581
C 0.01483 4.73041 -5.47992  -0.111
Br 0.91688 3.87179 -7.06194  -0.204
H 1.63224 5.65637 -4.58120  0.320
H 0.80466 6.72846 -5.76802  0.411
H -1.03085 4.84012 -5.76733  0.435
H 0.01792 4.06301 -4.61814  -0.044
Br 3.02854 3.62715 -2.12358  -0.255
C 2.76378 2.87195 -0.30296  0.120
C 3.21315 1.41900 -0.17229  -0.376
Br 3.09273 0.74590 1.71708  0.038
H 1.70950 3.01048 -0.06337  -0.443
H 3.44108 3.47562 0.30115  0.523
H 4.21129 1.24521 -0.57429  0.584
H 2.55113 0.76252 -0.73699  -0.150
Br -3.23970 -3.99556 3.51509  -0.229
C -2.02995 -2.76021 4.50474  0.347
C -2.25450 -2.84498 5.98597  -0.407
Br -0.87455 -1.85204 6.95533  -0.175
H -2.14674 -1.70604 4.25337  0.198
H -0.99868 -2.94517 4.20412  -0.459
H -2.09083 -3.85027 6.37416  0.216
H -3.26774 -2.49126 6.17659  0.437
Br -6.45949 -1.18962 -5.56684  -0.208
C -5.92036 0.56993 -4.78563  -0.234
C -7.25062 1.16225 -4.28234  -0.664
Br -6.78501 2.70732 -3.10277  -0.196
H -5.46650 1.25861 -5.49825  0.119
H -5.17214 0.40763 -4.00980  0.321
H -7.88030 0.46379 -3.73120  0.445
H -7.91934 1.52694 -5.06202  0.374
C 0.43288 -5.54554 2.28135  -0.135
O 0.92460 -5.79117 3.61791  0.240
P 0.59499 -7.11788 4.52030  0.676
O 1.42698 -7.13798 5.76815  -0.794
O -0.97864 -7.08392 4.76446  -0.218
C -1.53603 -7.44507 6.06900  -0.906
O 0.83431 -8.35507 3.51788  -0.257
C 0.59817 -9.66459 3.93512  -0.755
H -0.38733 -4.82781 2.29610  -0.015
H -0.01599 -6.50263 2.01566  0.382
H 1.20022 -5.25714 1.56293  -0.026
H -0.87777 -7.31804 6.92845  0.402
H -1.85572 -8.47699 6.21398  0.310
H -2.47136 -6.91277 6.24196  0.294
H -0.03274 -9.92184 4.78593  0.278
H 1.58953 -10.10388 4.04622  0.294
H 0.22802 -10.24373 3.08913  0.274
C 6.26656 -4.73367 -1.13944  -0.772
O 5.05281 -4.28387 -1.61955  -0.284
P 3.82371 -4.00363 -0.57578  0.716
O 3.10739 -5.20622 -0.02263  -0.643
O 4.43874 -2.91086 0.45415  -0.300
C 4.16049 -3.03032 1.87416  -0.237
O 2.82476 -3.04462 -1.44433  -0.239
C 1.66587 -2.50794 -0.87609  -0.004
H 6.75890 -4.11687 -0.38760  0.290
H 7.00214 -4.96580 -1.90959  0.295
H 6.22579 -5.65203 -0.55372  0.331
H 5.02315 -2.98612 2.53898  0.299
H 3.54963 -3.91219 2.06719  0.276
H 3.64552 -2.14343 2.24339  -0.095
H 1.33184 -3.04766 0.01004  -0.108
H 0.81020 -2.51289 -1.55130  0.233
H 1.84986 -1.46613 -0.61364  0.025
C -4.80089 3.11790 0.68168  -0.495
O -3.69108 3.94444 0.42723  0.105
P -3.28452 5.12123 1.49791  0.545
O -4.45259 6.00430 1.89147  -0.788
O -2.59224 4.42114 2.76860  0.189
C -3.35687 3.71748 3.70789  -0.881
O -2.15164 5.97671 0.71268  -0.521
C -1.03528 5.23551 0.14269  0.532
H -4.45524 2.10549 0.89064  0.257
H -5.29034 3.01089 -0.28635  -0.056
H -5.59612 3.47465 1.33623  0.398
H -3.39362 2.68124 3.37180  0.268
H -4.36432 4.10794 3.85172  0.389
H -3.00806 3.82830 4.73461  0.267
H -0.07656 5.50837 0.58370  0.304
H -0.96962 5.56532 -0.89414  -0.161
H -1.15305 4.16488 0.30998  -0.394
C -2.27151 2.67760 -9.85466  -0.386
O -3.54825 2.47114 -9.39133  -0.380
P -3.95273 1.44495 -8.23410  1.113
O -3.29394 0.10333 -8.28693  -0.653
O -3.75169 2.35147 -6.94670  -0.310
C -2.86297 1.96878 -5.93134  -0.401
O -5.59608 1.37326 -8.38008  -0.347
C -6.19336 0.17650 -8.83274  -0.722
H -2.14650 2.37873 -10.89540  0.240
H -1.56136 2.19759 -9.18132  0.075
H -2.08684 3.75184 -9.85796  0.231
H -1.97721 2.59356 -6.04613  -0.160
H -2.61077 0.91064 -6.00085  0.477
H -3.21644 2.15112 -4.91649  0.336
H -7.00134 -0.11709 -8.16262  0.201
H -5.54002 -0.69206 -8.91556  0.326
H -6.49876 0.44328 -9.84451  0.282
C 2.01516 0.33908 5.68456  -0.142
O 2.95712 -0.51211 6.32165  -0.515
P 4.09837 -1.41826 5.52878  0.693
O 5.14161 -2.11822 6.34950  -0.815
O 4.72671 -0.39688 4.47296  0.023
C 5.60403 0.64797 4.81453  -0.945
O 3.14916 -2.39463 4.65388  0.247
C 2.14802 -3.27717 5.07709  -0.332
H 1.86158 0.23270 4.61069  0.165
H 2.11195 1.38343 5.98132  0.063
H 1.06855 0.07983 6.15871  0.025
H 5.12391 1.59330 4.56167  0.172
H 6.54085 0.40385 4.31365  0.288
H 5.84640 0.61681 5.87679  0.401
H 1.62961 -3.06615 6.01241  0.206
H 2.34203 -4.34478 5.18042  0.313
H 1.34342 -3.07855 4.36908  -0.099
C 0.51142 -3.88441 -5.04575  -0.350
O 0.48274 -3.04384 -6.23399  -0.370
P 1.16290 -1.58345 -6.36267  0.787
O 2.63473 -1.66452 -6.09842  -0.742
O 0.75948 -1.07635 -7.85783  -0.386
C -0.56000 -1.09414 -8.22770  -0.306
O 0.30533 -0.59553 -5.41710  0.116
C 0.84705 0.59635 -5.01118  -0.288
H 1.31584 -4.61956 -5.02199  0.254
H -0.45823 -4.37162 -5.14822  0.273
H 0.46049 -3.28147 -4.13913  0.053
H -0.99992 -1.92467 -8.77979  0.267
H -0.82497 -0.15394 -8.71135  0.135
H -1.10164 -0.93038 -7.29608  0.165
H 1.74283 0.97081 -5.50661  0.362
H 1.17668 0.51627 -3.97530  0.146
H 0.15554 1.42824 -5.14485  -0.082
C 1.82103 6.11413 6.71404  -0.732
O 1.63563 5.57024 5.41100  -0.298
P 2.98429 4.91102 4.64743  0.664
O 4.11976 5.81834 4.46522  -0.782
O 3.28272 3.57861 5.59977  0.134
C 4.12905 3.62648 6.75149  -0.897
O 2.34198 4.30062 3.31315  -0.095
C 1.25394 3.40219 3.33813  0.424
H 1.09930 5.71263 7.42537  0.298
H 1.78737 7.20353 6.70078  0.294
H 2.75535 5.85836 7.21377  0.263
H 4.87279 2.83185 6.69208  0.168
H 3.64148 3.59750 7.72594  0.311
H 4.74177 4.52778 6.73334  0.442
H 1.36887 2.55504 4.01433  -0.123
H 1.24976 2.89458 2.37355  -0.511
H 0.26057 3.84824 3.38656  0.397


Entry 2:
C35H48AsBF4N3O7TeV as an isolated structure at a distorted geometry, computed with ωB97M-V/def2-TZVPD.

HOMO level (alpha / beta)	-1.545 / -2.450	eV
energy	-5926.02494	Ha
orbital gap (alpha / beta)	5.504 / 6.409	eV
net charge	-2
spin multiplicity	3

Last column: Mulliken charge in e.
Cartesian coordinates (Å):
V 0.88903 0.31903 -0.18555  0.088
O 4.95324 0.44559 -0.96102  -0.830
C 3.73021 0.34490 -0.87724  0.077
O 2.92675 1.02293 -0.15362  -0.389
C 3.02518 -0.63707 -1.83112  0.361
C 3.59291 -1.23393 -2.94487  -0.836
C 2.75311 -1.91603 -3.82120  -0.530
C 1.38258 -1.97103 -3.59202  -0.766
C 0.89126 -1.37507 -2.44321  0.148
N 1.73028 -0.78428 -1.60488  1.711
C -0.58387 -1.31618 -1.99723  0.409
O -1.40600 -1.94768 -2.64202  -0.839
O -0.76536 -0.59357 -0.94842  -0.492
H 4.65694 -1.12970 -3.10810  0.556
H 3.17121 -2.39450 -4.69981  0.404
H 0.68849 -2.45112 -4.26808  0.561
C 2.04176 4.45546 2.48410  -1.120
C 0.57114 4.24344 2.11287  -0.249
C 0.37968 2.92516 1.51525  0.226
N 0.27733 1.88224 1.05729  0.578
H 2.21348 5.50451 2.72446  0.385
H 2.69678 4.16491 1.66382  0.194
H 2.31807 3.84523 3.34363  0.348
H 0.20976 4.97413 1.38686  -0.008
H -0.07525 4.31008 2.98900  0.364
F -0.89820 4.68325 -2.20481  -0.286
B -1.73277 5.05645 -1.11084  0.263
F -2.05254 3.96451 -0.32880  -0.278
F -0.97040 5.99550 -0.32772  -0.449
F -2.87785 5.69467 -1.60010  -0.359
C 2.77251 -0.39533 3.02043  -1.344
C 1.72569 -1.22894 2.29862  0.643
O 1.41554 -2.34405 2.82127  -0.766
N 1.20082 -0.72566 1.21476  0.052
Te -0.87675 -3.61273 2.36136  1.138
C -2.51389 -5.03001 2.31902  -0.651
C -3.45001 -4.96381 3.36360  1.259
C -3.38075 -3.90050 4.43273  -1.672
C -4.48616 -5.89584 3.43194  -1.038
C -4.63078 -6.89654 2.48461  0.723
C -5.75410 -7.89723 2.57114  -1.562
C -3.73324 -6.92077 1.42659  -0.923
C -2.69425 -5.99873 1.31647  1.391
C -1.82776 -6.04952 0.08615  -1.238
C 0.56880 -5.12030 2.00851  -0.204
C 0.75717 -6.15512 2.92823  1.064
C -0.09492 -6.31774 4.15954  -1.456
C 1.78163 -7.08162 2.71512  -1.118
C 2.62760 -6.99518 1.62380  0.700
C 3.74643 -7.98457 1.42522  -1.540
C 2.42679 -5.95778 0.72185  -0.961
C 1.41840 -5.01616 0.89178  1.445
C 1.28539 -3.90981 -0.11621  -1.418
H 3.44687 -1.04679 3.57705  0.384
H 2.25886 0.25433 3.73590  0.184
H 3.32908 0.23287 2.32406  0.202
H -2.42013 -3.91894 4.95119  0.294
H -4.18288 -4.03778 5.16055  0.379
H -3.47136 -2.89675 4.01074  0.191
H -5.19329 -5.83540 4.25513  0.221
H -6.25430 -7.83959 3.53907  0.352
H -5.39002 -8.91879 2.43997  0.351
H -6.50621 -7.72097 1.79743  0.299
H -3.84859 -7.67230 0.64939  0.320
H -2.28343 -6.69075 -0.67046  0.415
H -0.82793 -6.42886 0.30152  0.214
H -1.70340 -5.04877 -0.33291  0.079
H -0.15858 -5.37862 4.71317  0.199
H 0.32551 -7.08674 4.81029  0.407
H -1.11930 -6.60068 3.90708  0.191
H 1.92298 -7.88097 3.43744  0.229
H 3.82528 -8.66246 2.27647  0.355
H 4.70691 -7.47752 1.30934  0.339
H 3.59162 -8.59018 0.52822  0.288
H 3.08159 -5.86634 -0.14046  0.368
H 1.95929 -4.07872 -0.95946  0.415
H 1.51655 -2.94357 0.33718  0.013
H 0.26338 -3.83049 -0.49244  0.000
C 1.95407 4.71224 -1.52132  -0.971
As 1.69140 3.11707 -2.54449  1.018
C 3.51615 2.67680 -2.96196  -1.243
C 0.99391 3.58939 -4.25516  -1.267
O 0.88824 1.80129 -1.91308  -0.493
H 2.27243 5.48727 -2.21864  0.445
H 2.74917 4.50697 -0.80443  0.270
H 1.04085 5.01652 -1.02174  0.088
H 3.96678 3.54216 -3.45289  0.478
H 3.54831 1.81549 -3.62869  0.327
H 4.06634 2.43421 -2.05588  0.269
H 1.65761 4.31688 -4.72199  0.406
H -0.00818 3.99025 -4.13375  0.316
H 0.96433 2.67433 -4.84560  0.323
C -3.29599 -0.46797 1.39611  -0.475
C -2.49047 0.34086 2.39695  -0.044
O -1.37012 -0.37438 2.89469  -0.534
H -4.18239 0.09110 1.08117  0.461
H -3.61688 -1.41518 1.83944  -0.019
H -2.70280 -0.69096 0.50826  -0.063
H -3.10221 0.57832 3.27265  0.416
H -2.17631 1.28588 1.94081  -0.050
H -0.72622 -0.48367 2.17029  -0.112


Entry 3:
A 3-piece molecular cluster, C3H12N2O overall at a distorted geometry, computed with ωB97M-V/def2-TZVPD.

HOMO level	-9.312	eV
energy	-306.19383	Ha
orbital gap	10.160	eV
SMILES string	C=C.NCO.N
spin multiplicity	1

Last column: Mulliken charge in e.
Cartesian coordinates (Å):
C -1.91054 -0.21073 1.47848  -0.523
C -2.56795 0.07953 0.36898  -0.552
H -1.31114 -1.10411 1.57287  0.264
H -2.01261 0.40436 2.36321  0.252
H -2.41348 -0.42794 -0.56890  0.331
H -3.39874 0.76705 0.37650  0.243
N 1.89505 1.03958 0.95445  -0.585
C 2.28188 -0.22310 0.33745  -0.372
O 1.20419 -1.10514 0.11077  -0.504
H 1.49271 1.67220 0.27572  0.245
H 1.17796 0.78435 1.63214  0.269
H 2.80210 -0.01962 -0.60451  0.351
H 2.97580 -0.72837 1.00505  0.261
H 0.66282 -0.70448 -0.60518  0.418
N -0.20465 -0.04689 -2.12633  -0.709
H -0.95911 0.21870 -1.52655  0.171
H -0.34521 -0.85447 -2.70558  0.197
H 0.63092 0.45908 -2.33857  0.243